Record 1
# C44H37NO6PS7W

C44H37NO6PS7W as an isolated structure (ωB97M-V/def2-TZVPD, OMol25).

Each line ends with the Mulliken charge.
Positions of all 97 atoms, in Å:
1 W -0.51870 -0.11323 -0.80057  2.587
2 S -2.16845 2.45211 -2.05920  1.230
3 S -2.45035 -1.53506 -1.61936  -0.413
4 S 0.28910 2.66607 0.96394  0.162
5 S -4.16110 -1.08432 -4.04440  -0.073
6 S -4.69858 -0.48539 -6.91289  -0.286
7 S -1.97698 -0.27540 -5.73342  -0.122
8 S 0.04934 -0.53798 -3.48387  0.376
9 P -1.51201 -1.06674 1.31252  0.734
10 O -3.48185 3.01575 -2.23552  -0.831
11 O -0.40520 1.31558 0.74631  -0.625
12 O -1.48540 2.00776 -3.25626  -0.649
13 O 1.75740 2.51651 0.89246  -0.613
14 O 0.74263 1.28195 -1.55126  -0.324
15 O -2.18772 1.39596 -1.00564  -0.358
16 N 1.55329 0.36940 -1.00065  1.060
17 C -4.02548 -0.01537 1.06010  -0.940
18 C -0.52453 -3.24085 0.09314  1.096
19 C -5.82989 -0.09104 2.62957  -0.800
20 C -3.69964 -1.11813 3.19354  1.566
21 C 0.55737 -1.74292 3.01685  -0.923
22 C -1.11034 3.78680 -1.46680  0.251
23 C 5.40494 2.97380 -2.11226  -0.870
24 C 4.86154 3.51645 -3.26817  -0.412
25 C -2.59101 -1.05225 -3.28419  0.235
26 C -2.34957 -3.80733 1.58068  -1.134
27 C -5.01703 -0.79143 3.50711  -1.136
28 C 3.50140 1.50169 -1.89559  0.678
29 C -0.39595 -4.59230 -0.21956  -0.537
30 C 2.95774 2.05601 -3.05605  0.289
31 C 0.57715 5.99701 -1.19767  -0.733
32 C 3.34958 -0.78515 0.97292  0.076
33 C -0.09944 3.76400 -0.49679  0.890
34 C -3.20429 -0.72847 1.93450  1.311
35 C 0.72951 4.88586 -0.39130  -0.961
36 C 4.73378 1.96835 -1.43687  -0.517
37 C 4.08674 -1.73177 1.66904  -0.493
38 C -1.57763 1.41263 3.46873  -1.689
39 C 2.81659 0.44224 -1.12585  -0.976
40 C -1.48899 -2.86271 1.02890  0.612
41 C 4.60191 -1.29891 -1.01811  -0.254
42 C -2.90311 -1.83387 4.26008  -1.814
43 C 5.32738 -2.25238 -0.32173  -0.821
44 C 0.66087 -2.17680 -3.94905  -1.112
45 C -3.66197 -0.64297 -5.64733  0.174
46 C 0.38836 0.46323 4.64605  -0.867
47 C -2.22071 -5.14522 1.24447  -0.804
48 C 1.34740 -0.50157 4.90295  -1.066
49 C 0.29582 -2.18674 -0.58548  -0.907
50 C 1.42734 -1.61834 4.08761  -0.602
51 C 3.64123 3.05112 -3.73684  -0.958
52 C -1.58861 -0.67970 -4.08604  -0.065
53 C -5.33082 0.30249 1.40010  -1.256
54 C -0.44856 6.02657 -2.13143  -0.629
55 C -1.27221 4.92618 -2.25887  -1.160
56 C -0.52103 0.34529 3.59615  0.993
57 C -0.42354 -0.78291 2.76496  1.146
58 C 3.60201 -0.56984 -0.37857  -0.130
59 C 5.07143 -2.46913 1.02616  -0.649
60 C -1.22944 -5.53825 0.35462  -0.837
61 H 0.53217 -2.56702 -1.57849  -0.296
62 H 5.64166 -3.20838 1.57485  0.401
63 H 2.16105 -2.39081 4.28316  0.618
64 H 4.80618 -1.11195 -2.06593  0.492
65 H -0.60102 6.89126 -2.76492  0.385
66 H 0.62542 -2.61349 2.37584  0.283
67 H 6.09553 -2.82353 -0.82818  0.383
68 H -0.00362 -2.95538 -3.57794  0.286
69 H 3.20814 3.47489 -4.63404  0.437
70 H 1.25261 6.83667 -1.08829  0.380
71 H -5.94269 0.85864 0.70181  0.521
72 H 6.35083 3.33900 -1.73224  0.399
73 H -3.14909 -3.50024 2.23883  0.279
74 H 3.89461 -1.88715 2.72234  0.401
75 H 2.58578 -0.19151 1.46417  0.581
76 H -2.06332 4.92262 -2.99758  0.442
77 H 0.35109 -4.89446 -0.94525  0.488
78 H 1.25222 -2.08895 -0.05931  0.336
79 H 1.52364 4.86415 0.34465  0.450
80 H -1.17462 2.36754 3.80748  0.538
81 H -2.44427 1.17201 4.09105  0.332
82 H 5.38383 4.30324 -3.79822  0.396
83 H 0.33053 1.34092 5.28036  0.456
84 H -1.92212 1.54125 2.44806  -0.110
85 H -6.84814 0.14788 2.91142  0.394
86 H -5.40892 -1.09448 4.47232  0.449
87 H -2.47399 -1.11945 4.96748  0.380
88 H 1.64929 -2.28280 -3.50197  0.332
89 H -1.12754 -6.58339 0.08788  0.361
90 H -3.55822 -2.50154 4.82304  0.564
91 H 5.15160 1.55220 -0.52958  0.502
92 H 2.02872 -0.38015 5.73618  0.381
93 H 0.73808 -2.23685 -5.03317  0.410
94 H 1.99584 1.71816 -3.41657  0.289
95 H -3.63028 0.31242 0.10855  0.278
96 H -2.08117 -2.42055 3.86582  0.258
97 H -2.90153 -5.87717 1.66058  0.406

LUMO: 2.254 eV
Net charge: -1
HOMO level: -4.48 eV
Multiplicity: 1
Orbital gap: 6.738 eV

Record 2
# C25H50N2O2P2Ru

C25H50N2O2P2Ru as an isolated structure (ωB97M-V/def2-TZVPD, OMol25).

Each line ends with the Mulliken charge.
Positions of all 82 atoms, in Å:
1 Ru 0.94742 -0.84583 -3.39589  0.026
2 P -0.95928 1.14805 -1.71222  1.036
3 P 2.07816 -0.18445 2.08352  0.432
4 O 3.59093 0.32113 -2.55652  -0.232
5 O 0.53499 -2.69001 -1.04691  -0.291
6 N -2.50967 0.27167 2.71730  -0.192
7 N -2.36092 -1.52864 1.30575  -0.048
8 C -1.80301 -0.91412 -4.16791  -0.940
9 C 0.74751 3.28935 -2.47392  -0.994
10 C 1.35616 -1.37194 3.24482  0.496
11 C 3.02103 1.28187 2.58069  0.500
12 C -2.89733 1.15809 -1.75276  0.376
13 C -3.77329 -3.46804 1.59049  -0.814
14 C 3.53330 2.15326 1.39992  -1.156
15 C 3.79447 -2.45396 1.88789  -1.603
16 C -3.50276 -0.18721 -1.39554  -1.718
17 C 0.65320 -2.41574 2.38419  -1.309
18 C 2.54858 -0.13157 -2.87337  0.346
19 C -2.98448 -0.94943 2.34895  0.889
20 C 0.71402 -1.96242 -1.95189  0.522
21 C -0.74300 3.02643 -2.24568  0.490
22 C -0.89681 0.27023 -4.03119  -0.684
23 C 4.35437 -0.60340 0.34643  -1.950
24 C -4.02961 -1.57762 3.06696  -0.816
25 C 4.11456 0.75165 3.52475  -1.362
26 C 0.22558 0.37863 -5.11021  -0.644
27 C -3.63116 2.27205 -0.98057  -1.484
28 C -2.76967 -2.76871 0.92950  0.070
29 C 0.36354 -0.90515 4.27946  -1.584
30 C 3.18401 -1.24211 1.12711  1.587
31 C -4.42998 -2.86941 2.68737  -0.512
32 C -1.58476 3.59832 -3.38494  -1.658
33 H 5.16376 -0.18397 0.98144  0.319
34 H -1.47954 1.20651 -4.10662  0.399
35 H 2.49257 -1.64618 0.35817  -0.363
36 H 0.95527 4.35964 -2.30879  0.485
37 H 2.21736 1.80073 3.12053  0.585
38 H -4.03867 -4.47024 1.23183  0.494
39 H -5.21379 -3.40390 3.23197  0.468
40 H 0.78085 -0.08730 4.84255  0.471
41 H -3.46155 3.27215 -1.38343  0.393
42 H -1.47877 4.69247 -3.40049  0.435
43 H -0.60481 -0.65048 3.84744  0.150
44 H 2.81010 2.17926 0.57362  0.171
45 H 4.39961 -2.17592 2.76968  0.330
46 H 4.91069 0.24911 2.95104  0.233
47 H 3.06463 -3.20629 2.18710  0.431
48 H 3.74621 3.19301 1.70152  0.451
49 H -4.56883 -0.16422 -1.63984  0.497
50 H 2.25649 -1.78969 3.72928  0.702
51 H 0.30864 -3.21356 3.03793  0.603
52 H -4.70359 2.07714 -1.05122  0.441
53 H 1.02228 3.02648 -3.50710  0.209
54 H -1.36983 -1.66476 -3.49000  0.421
55 H -1.78527 0.70398 2.15243  0.157
56 H -1.67576 -1.26940 -5.19379  0.311
57 H -1.34197 1.52631 -0.28908  -0.104
58 H -3.04554 0.84564 3.38056  0.292
59 H -1.22546 3.26371 -4.35745  0.409
60 H -3.41735 -0.34642 -0.32578  0.125
61 H -4.43739 -1.05749 3.93969  0.478
62 H -2.65986 3.40701 -3.32694  0.378
63 H -2.22060 -3.20926 0.07629  0.455
64 H -1.04654 3.56207 -1.33199  0.601
65 H 0.85022 0.26588 1.47862  -0.318
66 H 0.98716 -0.50723 -5.10857  0.557
67 H -0.26181 0.27975 -6.12670  0.479
68 H -3.06281 1.32478 -2.80365  0.673
69 H -0.20473 -1.98549 1.84826  -0.202
70 H 4.78595 -1.44232 -0.21918  0.612
71 H 0.80768 1.30564 -5.04435  0.309
72 H 4.43772 -2.91306 1.13332  0.502
73 H 4.48762 1.76164 1.02110  0.284
74 H 1.37011 2.70156 -1.78406  -0.087
75 H 1.27297 -2.93784 1.65897  0.339
76 H 4.01033 0.12749 -0.39567  0.298
77 H -3.05370 -1.04034 -1.90770  0.323
78 H 4.63077 1.56057 4.06196  0.448
79 H 0.24597 -1.73411 4.96020  0.528
80 H -3.38258 2.25904 0.08137  0.290
81 H 3.70919 0.03831 4.26934  0.405
82 H -2.86950 -0.74143 -3.94938  0.352

LUMO (alpha / beta): -13.886 / -16.162 eV
Net charge: +4
HOMO level (alpha / beta): -19.90 / -20.79 eV
Multiplicity: 5
Orbital gap (alpha / beta): 6.014 / 4.626 eV
⟨S²⟩: 6.046

The calculation returns the following largest force on an atom values, one per record and in order: 0.70, 9.06 eV/Å.
The calculation returns the following E_tot values, one per record and in order: -5400.957223, -2018.368418 hartree.
The calculation returns the following ΔE to the lowest compared entry with this formula, charge and spin values, one per record and in order: 52.7, 0.0 kcal/mol.